No. 1
The following is a DFT calculation (ωB97M-V with the def2-TZVPD basis set) of a single C4H6O2 molecule.

Values from the calculation:
E_LUMO	-0.18	eV
HOMO-LUMO gap	9.943	eV
energy relative to the best compared isomer or geometry (same formula, charge and spin)	164.4	kJ/mol
multiplicity	1
E_tot	-306.4437	Eh
strongest force on any atom	0.00904	Eh/bohr
SMILES	O=C/C=C/CO

Each line ends with the Mulliken charge.
CARTESIAN COORDINATES (ANGSTROEM)
O (1.4343, -0.6829, 1.3873)  -0.52
O (-1.0276, 1.3333, -2.3023)  -0.48
C (-0.3923, 0.7830, -0.0716)  -0.21
C (0.2971, -1.3671, 0.8933)  -0.35
C (-0.3387, -0.5459, -0.2018)  -0.28
C (-0.6980, 1.6941, -1.1937)  -0.05
H (0.5691, -2.3676, 0.5299)  0.28
H (-0.1022, 1.2356, 0.8748)  0.39
H (1.8290, -0.2655, 0.6088)  0.33
H (-0.6341, -1.0163, -1.1386)  0.33
H (-0.3838, -1.4992, 1.7425)  0.26
H (-0.5422, 2.7697, -0.9669)  0.30

Force components x, y, z for each atom (eV/Å):
O 0.2 0.0 0.0
O 0.1 0.2 0.4
C 0.0 -0.2 0.0
C -0.3 -0.2 -0.1
C 0.0 0.2 0.0
C -0.1 -0.1 -0.4
H -0.1 0.2 0.0
H 0.0 0.0 -0.2
H 0.2 0.0 0.3
H 0.0 0.1 0.1
H 0.0 0.0 -0.1
H -0.1 -0.1 -0.1


No. 2
The following is a DFT calculation (ωB97M-V with the def2-TZVPD basis set) of 2 unconnected molecules or ions with the total composition C5H2N3O6 in a non-equilibrium geometry.

Values from the calculation:
E_LUMO	3.07	eV
HOMO-LUMO gap	7.837	eV
energy relative to the best compared isomer or geometry (same formula, charge and spin)	257.8	kJ/mol
multiplicity	1
E_tot	-807.3964	Eh
total charge	-1
strongest force on any atom	0.09311	Eh/bohr

Each line ends with the Mulliken charge.
CARTESIAN COORDINATES (ANGSTROEM)
O (2.1122, -0.9762, 0.8677)  -0.66
O (-3.5793, 0.9937, -0.6947)  -0.66
O (2.5627, 0.5637, -1.3208)  -0.43
O (0.7427, 1.9411, 0.4947)  -0.49
O (3.6988, 1.2263, 0.5507)  -0.44
O (1.4113, -2.6467, -0.3290)  -0.63
N (-2.3684, -0.8580, -0.2325)  -0.54
N (1.2158, -1.5550, 0.2265)  0.90
N (-1.5195, 1.4137, 0.1848)  -0.14
C (0.0167, -0.9588, 0.0673)  -0.16
C (-2.5889, 0.4001, -0.3295)  0.32
C (-1.2155, -1.4907, 0.0390)  -0.20
C (3.0833, 0.8436, -0.3367)  0.87
C (-0.2468, 1.3193, 0.3079)  0.61
H (-1.9598, 2.3341, 0.2347)  0.28
H (-1.3652, -2.5502, 0.2700)  0.37

Force components x, y, z for each atom (eV/Å):
O -0.3 -0.3 0.1
O -0.4 0.5 -0.2
O -0.7 -0.4 -1.3
O -0.7 0.3 0.0
O 0.9 0.5 1.4
O 0.1 0.0 0.2
N -0.3 -1.3 0.0
N 1.0 -0.9 0.0
N -1.7 0.1 -0.3
C -1.7 4.5 0.1
C 0.7 1.1 0.4
C 0.4 -0.5 0.1
C 0.1 0.2 -0.3
C 2.3 -3.6 -0.2
H 0.3 -0.2 0.0
H 0.2 0.0 -0.1


No. 3
The following is a DFT calculation (ωB97M-V with the def2-TZVPD basis set) of 9 unconnected molecules or ions with the total composition C36H78F15N3O18PS5 in a non-equilibrium geometry.

Values from the calculation:
E_LUMO	0.56	eV
HOMO-LUMO gap	6.405	eV
multiplicity	1
E_tot	-6767.2883	Eh
total charge	-1
strongest force on any atom	0.05650	Eh/bohr

Each line ends with the Mulliken charge.
CARTESIAN COORDINATES (ANGSTROEM)
S (-1.1958, 4.5752, 6.3865)  1.10
S (-1.9964, -3.3725, -1.7498)  1.33
S (5.6020, 4.4854, -0.6774)  1.14
S (-2.1812, 4.9402, -5.3759)  1.14
S (4.3695, 0.8768, 3.1619)  1.20
P (2.1017, -5.1267, 0.0770)  0.71
F (2.2264, -0.6391, 3.2623)  -0.19
F (-0.9479, 5.7708, 4.0103)  -0.26
F (3.4067, 6.0857, -0.4080)  -0.28
F (-2.5924, -5.6765, -0.5824)  -0.22
F (-4.1504, 4.0853, -3.7893)  -0.26
F (-4.2030, -4.8528, -1.7171)  -0.25
F (0.8513, 4.7647, 4.6642)  -0.23
F (-2.6488, 5.2067, -2.6885)  -0.43
F (4.1073, -1.8090, 3.4762)  -0.26
F (-0.7989, 3.5747, 3.9231)  -0.14
F (3.4255, -1.1107, 1.5493)  -0.11
F (3.2301, 4.2307, 0.6728)  -0.19
F (2.9886, 4.2100, -1.4849)  -0.23
F (-3.6804, -4.0097, 0.2353)  -0.18
F (-2.2076, 3.2368, -3.3053)  -0.10
O (-1.4863, -4.0538, -2.9267)  -0.68
O (-0.5383, 3.4056, 6.9619)  -0.63
O (-1.8352, 5.0147, 0.0665)  -0.37
O (5.1722, 0.7120, 4.3625)  -0.71
O (-0.9678, -3.1080, -0.7470)  -0.74
O (-1.7044, 1.6485, 1.5789)  -0.31
O (6.1934, 5.7348, -0.2136)  -0.70
O (-2.9860, 6.1478, -5.5456)  -0.68
O (-2.6304, 4.4658, 6.0619)  -0.69
O (3.2564, 1.8016, 3.2920)  -0.54
O (5.7711, 4.2486, -2.1101)  -0.69
O (5.0959, 1.1175, 1.9206)  -0.59
O (-2.6575, -2.1473, -2.1684)  -0.76
O (-2.5052, 3.8381, -6.2447)  -0.63
O (5.8309, 3.3597, 0.2028)  -0.50
O (-6.0728, 1.8614, -2.4387)  -0.62
O (-0.8223, 5.8280, 6.9929)  -0.65
O (-0.7702, 5.1339, -5.1505)  -0.62
N (-0.1224, 7.3884, -0.9482)  0.18
N (-5.3417, 0.2286, 0.3003)  0.47
N (0.3491, 1.0188, -0.4512)  1.25
C (4.7809, -6.9539, 4.0726)  -1.32
C (0.2566, 0.3272, 0.8786)  1.03
C (-1.4555, -2.6892, 2.3418)  -0.57
C (-3.2222, -4.5430, -0.9012)  0.66
C (-4.9002, -0.9755, -0.4508)  -1.04
C (-2.8559, 4.3597, -3.7045)  0.41
C (0.2260, -6.8815, -1.1746)  0.89
C (-0.4834, 4.6710, 4.6199)  0.53
C (0.5587, 7.5815, -2.2901)  -0.92
C (0.5800, 2.5064, -0.2820)  -1.24
C (4.0531, -6.2868, 1.7337)  -0.99
C (-0.7474, 5.6230, 0.7479)  -0.35
C (-4.7248, 0.1839, 1.6587)  -0.83
C (3.7059, 4.7753, -0.4713)  0.50
C (3.7258, -5.0095, 0.8947)  -0.20
C (-0.4717, 1.0507, 1.9721)  -1.67
C (-1.0902, -7.4051, -3.3607)  -1.39
C (3.0461, -4.1448, -2.3550)  -0.86
C (0.8367, -4.6472, 1.3751)  -0.32
C (1.0898, -3.3229, 2.1183)  0.61
C (3.0814, -1.8437, -3.5209)  -1.08
C (1.5830, 0.4635, -1.1503)  -1.48
C (3.5116, -0.7839, 2.8604)  0.35
C (4.9982, -5.9612, 2.8983)  -0.24
C (-6.8460, 0.3036, 0.4165)  -0.88
C (0.2517, -7.0667, -2.7046)  -0.23
C (0.3422, 8.5087, -0.0540)  -0.83
C (0.2086, 6.0494, -0.3675)  -0.73
C (1.9371, -3.9455, -1.2698)  0.69
C (-4.7707, 1.5323, -0.2941)  0.14
C (-1.5978, 7.5926, -1.2343)  -0.52
C (2.7721, -3.3403, -3.6440)  -0.62
C (-0.1159, -2.9750, 3.0297)  -1.33
C (-0.8796, 0.7832, -1.2777)  -0.67
C (1.6382, -6.7455, -0.5760)  -1.56
C (-4.8458, 1.7711, -1.7630)  -0.31
H (3.2895, -1.3776, -4.4853)  0.49
H (-5.3969, -1.1143, -1.4145)  0.34
H (-1.0716, -8.1874, -4.1199)  0.37
H (0.1220, 1.7823, 2.5341)  0.42
H (0.8482, -5.4808, 2.0863)  0.82
H (4.5261, -4.9155, 0.1596)  0.86
H (0.1703, -2.0050, 3.4503)  0.27
H (-0.2590, -5.9425, -0.9023)  -1.01
H (0.9763, -7.8873, -2.7861)  0.55
H (-3.8600, -0.9547, -0.7737)  0.18
H (-5.3221, 2.3261, 0.2185)  0.54
H (-2.1686, 1.9461, 2.3695)  0.28
H (-4.2848, 0.9647, -2.2619)  0.39
H (-3.6388, 0.1218, 1.6002)  0.21
H (-4.2192, 2.6397, -1.9823)  -0.21
H (0.3783, 5.3788, -1.2063)  0.50
H (0.9483, -3.9111, -1.7275)  -0.36
H (-0.1588, 5.0309, 1.4550)  -0.13
H (0.9800, 2.8148, -1.2484)  0.64
H (4.0361, -1.7014, -3.0015)  0.34
H (-0.1920, -3.6543, 3.8790)  0.59
H (0.0416, -0.7204, 0.6591)  -0.57
H (2.4576, 0.8640, -0.6451)  0.48
H (-0.3548, -7.7151, -0.7876)  0.55
H (0.1245, 6.8458, -2.9639)  0.48
H (2.9527, -5.1964, -2.6423)  0.44
H (1.5422, -0.6210, -1.0742)  0.49
H (4.7869, -4.9752, 3.3115)  0.14
H (-2.5960, 4.7812, 0.6054)  0.19
H (1.6262, 7.4445, -2.1350)  0.31
H (3.4598, -3.6788, -4.4181)  0.43
H (1.4158, 0.7346, -2.1894)  0.53
H (-5.0757, -0.6868, 2.2074)  0.36
H (-0.0984, -4.6448, 0.8182)  -0.20
H (-2.1640, 7.6717, -0.3129)  0.36
H (1.9784, -3.2079, 2.7295)  0.38
H (3.7408, -6.8273, 4.3589)  0.36
H (1.7923, -7.3650, 0.3160)  0.40
H (-0.3620, 3.0216, -0.1185)  0.12
H (1.0205, -2.6165, 1.2855)  -0.43
H (5.0056, -8.0064, 3.8786)  0.29
H (-1.1700, 6.4310, 1.3532)  0.76
H (1.3016, 0.2881, 1.2054)  -0.17
H (-4.9556, 1.1398, 2.1257)  0.43
H (3.7181, -4.1303, 1.5382)  -0.26
H (2.4006, -7.0859, -1.2828)  0.77
H (-1.7425, 0.9442, -0.6324)  -0.05
H (-0.2958, 8.4484, 0.8280)  0.42
H (-0.8453, 1.4796, -2.1117)  0.70
H (-6.2380, 1.0726, -2.9570)  0.42
H (-0.6625, 0.3906, 2.8306)  0.90
H (-1.7009, -3.5598, 1.7331)  0.11
H (6.0272, -5.9445, 2.5392)  0.43
H (-1.0824, -0.2439, -1.5903)  -0.13
H (2.3808, -1.1901, -3.0041)  0.01
H (0.3230, 8.5768, -2.6535)  0.41
H (1.3446, 2.6879, 0.4716)  0.26
H (-2.2421, -2.6239, 3.0959)  0.54
H (-1.4816, -6.5314, -3.8859)  0.27
H (-7.1161, 1.2382, 0.8952)  0.32
H (2.0822, -2.8896, -1.0166)  -0.54
H (1.1641, 6.1071, 0.1584)  0.07
H (4.0106, -3.8890, -1.9191)  0.46
H (-7.1709, -0.5981, 0.9255)  0.36
H (-1.4702, -1.8066, 1.7074)  -0.12
H (-7.1408, 0.3272, -0.6307)  0.39
H (-1.6816, 8.4570, -1.8854)  0.37
H (-1.9390, 6.7123, -1.7746)  0.28
H (1.7299, -3.5089, -3.9173)  0.28
H (1.3678, 8.3340, 0.2564)  0.27
H (-3.7494, 1.5648, 0.0794)  -0.37
H (3.0893, -6.6603, 2.1036)  0.41
H (-1.8911, -7.6474, -2.6569)  0.28
H (0.6694, -6.2906, -3.3486)  0.01
H (0.1231, 9.4473, -0.5524)  0.41
H (5.5655, -6.7533, 4.8047)  0.39
H (-5.1924, -1.8243, 0.1635)  0.57
H (4.3609, -7.0965, 1.0705)  0.43

Force components x, y, z for each atom (eV/Å):
S -0.6 -0.6 -0.3
S 1.9 1.3 -1.8
S 1.2 0.1 0.1
S -1.0 0.7 0.1
S 1.3 2.2 -0.9
P -1.3 2.0 0.6
F -0.1 -1.0 0.4
F -0.2 -0.1 -0.8
F -0.4 0.2 -0.4
F 0.1 -0.1 0.2
F -0.4 0.0 0.3
F -0.8 0.1 -0.1
F -0.2 0.0 -0.4
F -0.5 0.5 0.0
F -0.5 -0.3 0.1
F -0.2 -0.2 -0.9
F 0.1 -0.2 -0.2
F 0.0 0.2 -0.4
F -0.1 0.5 0.2
F -0.4 0.1 -0.1
F -0.2 -0.6 0.0
O -0.4 -1.0 0.9
O -0.7 0.6 -0.7
O -0.1 -0.9 -0.2
O -0.7 -0.7 -0.6
O -0.6 -0.6 0.5
O -0.6 -0.2 -0.6
O -0.8 -0.3 -0.3
O 0.6 -0.6 0.1
O 1.1 -0.3 0.2
O -0.6 -0.8 0.2
O -0.7 0.1 0.8
O -0.3 -1.2 0.8
O -1.3 -0.1 1.0
O -0.2 -0.1 0.1
O -0.5 0.4 -0.7
O -0.8 0.5 1.0
O 0.1 0.2 -0.2
O 0.2 0.2 0.5
N -0.1 1.5 -0.8
N 0.8 0.8 0.0
N 0.2 -0.2 0.3
C 1.2 0.2 -0.8
C 1.5 0.0 -0.1
C 0.0 -1.5 0.3
C 1.5 0.5 -0.5
C -0.6 -0.4 -0.7
C 1.4 -0.3 -1.2
C 0.0 1.7 -0.6
C 0.5 0.3 2.8
C -0.1 -0.6 0.5
C 0.1 -0.3 -0.9
C -1.1 0.8 -0.1
C -0.6 0.1 -0.7
C 0.1 0.0 0.2
C 1.2 -0.8 0.3
C 0.5 -1.3 -0.4
C -0.4 0.2 2.0
C -0.8 0.4 -0.1
C -1.3 -0.5 -0.2
C 1.5 -1.2 0.1
C -2.1 0.0 -1.0
C 0.8 0.4 0.1
C -1.4 0.0 0.1
C 0.3 1.5 0.0
C -0.3 -1.2 0.0
C 1.2 -0.2 -1.1
C 0.4 -1.0 -0.2
C -1.0 -0.9 0.5
C 0.5 0.6 1.4
C 1.3 1.3 -1.2
C -1.3 0.3 0.9
C 0.4 -0.9 -0.2
C 0.3 0.7 0.8
C 0.6 1.6 0.0
C -0.6 0.1 0.4
C 0.8 -0.9 0.6
C 1.7 -1.5 -1.8
H -0.4 -0.1 -0.2
H -0.5 0.5 0.2
H 0.4 -0.2 0.2
H 0.5 0.3 -0.9
H -0.2 -0.1 0.0
H -0.2 0.4 -0.1
H 0.2 -0.2 0.4
H -0.6 -0.3 -0.2
H -0.3 -0.3 -0.5
H 0.2 0.0 0.8
H 0.0 -0.1 0.1
H 0.3 0.2 0.1
H 0.2 0.1 0.2
H 0.0 -0.1 -0.4
H -0.4 0.2 0.2
H -0.6 -0.4 0.2
H -0.2 -0.7 0.2
H -0.4 -0.6 -0.2
H 0.0 0.2 0.1
H 0.0 -0.2 0.2
H -0.2 -0.2 -0.2
H -0.8 0.2 0.1
H 0.2 0.1 -0.3
H 0.2 0.0 0.4
H 0.3 -0.1 -0.2
H 0.7 -0.1 0.0
H 0.0 0.0 0.1
H -0.1 0.1 -0.2
H 0.3 0.2 0.5
H 0.0 -0.1 -0.2
H -0.3 -0.4 -0.1
H 0.7 0.2 -0.1
H -0.3 0.2 0.1
H -0.1 0.2 0.2
H 0.1 0.2 0.1
H 0.3 -0.3 -0.4
H 0.2 -0.2 0.8
H -0.2 -0.3 -0.1
H 0.0 -0.2 0.3
H 0.7 0.5 0.4
H -0.4 0.0 -0.7
H 0.6 0.4 -0.1
H -0.1 0.1 0.3
H -0.2 -0.2 0.4
H -0.1 0.1 -0.2
H 0.1 0.1 0.0
H 0.2 0.7 0.0
H 0.2 0.1 0.1
H -0.2 -0.1 -0.1
H 0.2 0.0 -0.1
H 0.0 -0.7 -0.5
H -0.3 0.2 -0.2
H 0.1 0.0 0.1
H 1.0 -0.2 -0.2
H -0.3 -0.4 -0.1
H 0.1 0.0 0.1
H -0.1 -0.1 0.1
H 0.0 0.2 0.0
H 0.1 0.1 0.1
H -0.1 -0.1 0.2
H -0.1 -0.2 1.0
H 0.2 0.5 -0.5
H 0.2 -0.3 -0.2
H -0.2 0.1 0.1
H 0.2 0.0 0.0
H -0.6 0.0 0.2
H -0.1 0.2 0.3
H 0.1 0.3 0.1
H 0.1 -0.1 -0.4
H 0.1 0.3 -0.3
H 0.2 0.1 -0.4
H 0.1 0.0 0.5
H 0.2 -0.2 0.2
H 0.3 0.5 0.8
H 0.4 0.1 0.0
H -0.7 0.5 0.6
H 0.5 -0.2 0.0
H 0.5 0.1 0.1


Among the records above, which one has the lowest HOMO-LUMO gap?
C36H78F15N3O18PS5


E_LUMO of number 3 (C36H78F15N3O18PS5)?
0.56 eV


What is the formula in the third record?
C36H78F15N3O18PS5


strongest force on any atom of number 1 (C4H6O2)?
0.00904 Eh/bohr